{"formula": "C2H7N3O", "method": "ωB97M-V/def2-TZVPD", "charge": 0, "homo_lumo_gap_ev": 8.3, "lumo_energy_ev": 0.7, "e_above_lowest_kj_mol": 185.3, "elements": ["C", "N", "N", "C", "N", "O", "H", "H", "H", "H", "H", "H", "H"], "xyz": [[-1.754048, 1.361516, -0.662170], [-0.388851, 0.897765, -0.747697], [0.030213, 0.265176, 0.399942], [0.913550, -0.634301, 0.364430], [1.485057, -1.105341, 1.544500], [1.429549, -1.175404, -0.788517], [-1.861607, 1.902330, 0.275924], [-1.938274, 2.039992, -1.493793], [-2.497310, 0.553167, -0.687822], [-0.196682, 0.368530, -1.597241], [1.043159, -0.687403, 2.350857], [1.508530, -2.115560, 1.616170], [2.226712, -1.670469, -0.574583]], "forces_ev_per_angstrom": [[-0.03, -0.12, 0.05], [0.50, 0.00, -0.73], [-0.09, -0.29, 0.34], [-0.09, 0.07, -0.20], [0.30, -0.26, 0.03], [-0.34, 0.27, 0.24], [-0.07, 0.06, -0.04], [-0.06, 0.03, 0.01], [0.00, 0.04, 0.05], [-0.10, 0.04, 0.24], [0.01, -0.01, -0.04], [-0.11, 0.07, 0.03], [0.08, 0.08, 0.02]]}